# 1
The following is a DFT calculation (ωB97M-V/def2-TZVPD) of C26H24N9O2Pd as an isolated structure at a distorted geometry.

Its LUMO energy (alpha / beta) is -0.0966 / -0.1038 Eh. The charge is +1. The HOMO energy (alpha / beta) is -0.3216 / -0.3986 Ha. Its spin multiplicity is 3.

Structure (XYZ):
```
62
Properties=species:S:1:pos:R:3:forces:R:3
Pd -2.440 1.292 -0.367 1.7 1.5 1.2
O -3.414 -0.385 -0.151 -2.4 -6.1 2.2
C -4.580 -0.773 -0.831 -0.1 0.3 -0.1
C -4.849 0.403 -1.723 -0.1 0.6 -0.5
C -5.940 0.428 -2.584 0.3 0.5 0.0
C -6.128 1.553 -3.382 0.0 0.0 0.0
C -5.228 2.610 -3.296 -0.1 -0.4 0.2
C -4.168 2.502 -2.411 -0.6 -0.2 -0.4
N -3.956 1.428 -1.623 -3.8 0.3 -3.1
H -3.020 -1.113 0.577 -2.6 2.4 -2.9
H -5.394 -0.926 -0.118 -0.1 -0.1 -0.2
H -4.387 -1.677 -1.414 -0.2 0.0 0.0
H -6.630 -0.407 -2.636 0.1 0.0 0.1
H -6.970 1.606 -4.067 0.1 0.0 0.1
H -5.348 3.499 -3.905 0.1 -0.1 0.1
H -3.439 3.300 -2.307 -0.2 -0.1 -0.1
C -1.116 -3.442 1.841 0.0 -0.4 -0.1
N -1.327 -2.005 1.770 0.0 0.2 -0.3
C -1.405 -1.224 0.656 2.1 -1.7 1.1
N -1.614 0.022 1.010 2.2 -0.9 3.2
C -1.726 -0.058 2.367 0.5 0.0 0.8
N -1.531 -1.274 2.885 -0.2 1.0 -1.4
C 0.290 -3.905 1.514 1.1 -0.1 -0.2
C 0.529 -5.286 1.427 0.1 0.1 0.0
C 1.799 -5.776 1.120 -0.1 0.5 0.1
C 2.853 -4.893 0.882 0.0 -0.2 0.0
C 2.653 -3.511 0.962 -0.6 -0.8 0.2
C 1.373 -3.033 1.301 -0.3 0.0 0.0
C 3.745 -2.595 0.656 1.1 0.4 -0.3
N 4.994 -2.829 0.307 -1.7 0.4 0.4
N 5.562 -1.596 0.032 -1.3 1.1 0.4
C 4.622 -0.697 0.243 0.4 -1.1 0.0
O 3.445 -1.259 0.658 0.9 -0.6 -0.3
C 4.618 0.746 0.047 0.1 0.9 -0.1
C 5.638 1.361 -0.688 0.2 0.3 -0.2
C 5.611 2.736 -0.926 -0.2 -0.3 0.2
C 4.566 3.516 -0.428 -0.1 -0.2 0.0
C 3.536 2.932 0.321 0.7 -0.5 -0.3
C 2.418 3.783 0.877 0.4 0.1 0.2
N 1.117 3.384 0.371 -0.8 -0.3 1.0
C 0.237 2.527 0.955 1.1 0.4 -0.2
N -0.843 2.425 0.216 1.8 2.5 -0.8
C -0.581 3.283 -0.815 2.5 1.8 -0.6
N 0.598 3.910 -0.756 -1.0 -1.4 0.6
C 3.583 1.548 0.561 0.0 0.2 -0.2
H -1.826 -3.889 1.135 0.1 -0.1 0.2
H -1.382 -3.765 2.854 -0.1 0.2 -0.2
H -1.288 -1.597 -0.352 0.2 0.0 0.1
H -1.943 0.798 2.994 0.0 -0.1 -0.1
H -0.278 -5.996 1.600 0.1 0.2 0.0
H 1.968 -6.849 1.056 0.0 0.2 0.0
H 3.833 -5.292 0.624 -0.2 0.2 0.0
H 1.228 -1.957 1.388 0.0 -0.2 0.0
H 6.453 0.766 -1.099 -0.2 0.0 0.2
H 6.402 3.199 -1.511 -0.2 -0.1 0.1
H 4.559 4.584 -0.639 -0.1 -0.2 0.1
H 2.553 4.843 0.629 0.0 -0.3 0.0
H 2.397 3.702 1.970 -0.1 0.0 -0.2
H 0.431 2.006 1.881 0.1 0.1 -0.1
H -1.274 3.459 -1.627 0.7 0.2 0.2
H 2.794 1.079 1.147 0.1 0.1 -0.1
H -2.376 2.776 -1.178 -1.3 -0.1 0.1
```
Positions in Å, forces in eV/Å.

# 2
The following is a DFT calculation (ωB97M-V/def2-TZVPD) of C3H3GdO2 as an isolated structure at a distorted geometry.

Its LUMO energy (alpha / beta) is -0.3740 / -0.4005 Eh. The charge is +2. The calculation puts the energy above the lowest of the compared OMol25 structures with the same formula, charge and spin at 138.6 kcal per mole. The HOMO energy (alpha / beta) is -0.6702 / -0.6794 Ha. Its spin multiplicity is 8.

Structure (XYZ):
```
9
Properties=species:S:1:pos:R:3:forces:R:3
C 0.951 -0.887 -1.349 0.6 1.2 1.5
C -0.047 -0.493 -0.559 -0.7 -2.2 1.7
H 1.922 -0.388 -1.302 0.0 -0.6 0.2
H -1.007 -1.020 -0.554 0.2 0.4 0.5
H 0.844 -1.798 -1.941 -0.5 0.8 -0.7
O 0.239 0.026 0.962 0.2 -0.2 -2.5
C -0.652 0.480 1.767 1.1 1.8 -0.4
O -0.467 1.425 2.528 -1.2 -1.0 -0.8
Gd -1.782 2.655 0.448 0.3 -0.1 0.7
```
Positions in Å, forces in eV/Å.

# 3
The following is a DFT calculation (ωB97M-V/def2-TZVPD) of a 2-piece molecular cluster, C2H5Cl2FSi overall at a distorted geometry.

Its LUMO energy (alpha / beta) is -0.0014 / -0.0450 Eh. The calculation puts the energy above the lowest of the compared OMol25 structures with the same formula, charge and spin at 60.5 kcal per mole. The HOMO energy (alpha / beta) is -0.3010 / -0.3132 Ha.

Structure (XYZ):
```
11
Properties=species:S:1:pos:R:3:forces:R:3
C 1.168 1.842 0.037 0.7 1.8 -0.8
C -2.296 -1.669 0.547 0.6 -0.1 1.2
F -0.182 2.119 0.034 -2.0 -0.7 0.4
Si 1.458 0.260 -1.113 -1.4 1.2 1.0
Cl -3.520 -2.816 0.600 -0.7 -0.4 -0.2
Cl 1.467 -1.422 0.023 0.1 -0.4 0.3
H 1.457 1.814 1.146 0.2 0.0 -1.7
H 1.420 2.831 -0.534 1.3 -1.9 1.2
H -1.921 -1.460 1.553 0.0 0.4 -0.5
H -1.606 -1.758 -0.265 0.1 0.2 -0.4
H 2.552 0.259 -2.029 1.0 0.1 -0.4
```
Positions in Å, forces in eV/Å.

# 4
The following is a DFT calculation (ωB97M-V/def2-TZVPD) of an isolated ion of composition C2H2NO2 and charge +1 at a distorted geometry.

Its LUMO energy (alpha / beta) is -0.2168 / -0.3643 Eh. The charge is +1. The calculation puts the energy above the lowest of the compared OMol25 structures with the same formula, charge and spin at 58.4 kcal per mole. The HOMO energy (alpha / beta) is -0.5335 / -0.6922 Ha. Its spin multiplicity is 3.

Structure (XYZ):
```
7
Properties=species:S:1:pos:R:3:forces:R:3
C -1.040 -0.006 0.608 -0.3 0.1 1.0
C 1.043 0.094 -0.051 1.5 1.3 7.8
N 0.117 0.153 0.931 1.3 -0.1 -1.1
O -0.722 -0.248 -1.282 -1.2 -0.1 0.4
O 0.552 -0.125 -1.205 -0.6 -1.2 -7.5
H -2.063 -0.084 0.912 -0.5 -0.1 -0.3
H 2.114 0.214 0.087 -0.3 -0.1 -0.2
```
Positions in Å, forces in eV/Å.

# 5
The following is a DFT calculation (ωB97M-V/def2-TZVPD) of ClH2NOS2 in the gas phase at a distorted geometry.

Its LUMO energy is -0.0392 Eh. The calculation puts the energy above the lowest of the compared OMol25 structures with the same formula, charge and spin at 8.6 kcal per mole. The HOMO energy is -0.3665 Ha.

Structure (XYZ):
```
7
Properties=species:S:1:pos:R:3:forces:R:3
N 0.288 -0.034 -0.094 0.9 2.4 3.2
S 1.424 0.941 -0.838 -0.3 1.8 0.3
O 2.422 0.021 -1.198 1.4 -1.0 -1.1
S 2.095 2.646 -0.087 -1.5 -1.8 -0.4
Cl 0.223 1.329 -2.597 0.6 0.0 0.6
H -0.234 0.461 0.665 0.6 -0.4 -0.8
H -0.333 -0.303 -0.781 -1.7 -1.0 -1.8
```
Positions in Å, forces in eV/Å.

# 6
The following is a DFT calculation (ωB97M-V/def2-TZVPD) of C17H39OP3PbS as an isolated structure at a distorted geometry.

Its LUMO energy (alpha / beta) is -0.5018 / -0.4948 Eh. The charge is +4. The calculation puts the energy above the lowest of the compared OMol25 structures with the same formula, charge and spin at 51.8 kcal per mole. The HOMO energy (alpha / beta) is -0.7241 / -0.7217 Ha.

Structure (XYZ):
```
62
Properties=species:S:1:pos:R:3:forces:R:3
Pb 0.074 -0.030 -0.007 0.2 0.3 0.6
P 0.934 0.922 2.113 0.7 0.7 1.7
P 0.751 2.035 -1.221 0.5 1.3 -1.0
P -0.208 -2.240 1.049 -0.5 -1.6 0.8
H 2.141 -0.401 -1.845 0.9 0.6 -0.5
C 1.450 -1.070 -1.421 -3.1 -0.4 -2.1
C 0.012 -1.057 -1.992 3.8 -0.8 0.1
H -0.176 -0.392 -2.790 -0.4 0.5 -0.6
C 2.662 0.653 2.320 1.5 -0.1 0.4
C 0.724 2.664 2.322 -0.2 1.4 0.3
C 0.214 0.298 3.599 -0.7 -0.3 1.3
C 0.689 1.872 -2.978 -0.3 0.0 -1.3
C -0.058 3.562 -0.926 -0.8 1.6 0.1
C 2.479 2.341 -0.904 1.0 0.2 0.2
C -0.505 -3.542 -0.107 -0.4 -1.0 -0.9
C -1.445 -2.474 2.270 -1.1 -0.4 1.1
C 1.326 -2.729 1.819 0.8 -0.4 0.4
H 1.796 -1.974 -1.008 0.5 -0.9 0.3
H -0.523 -1.967 -1.952 -0.6 -0.6 0.0
H 2.945 1.115 3.296 -0.1 -0.3 -0.6
H 3.264 1.119 1.531 -0.1 -0.1 0.2
H 2.921 -0.413 2.358 -0.1 0.3 0.0
H 1.157 2.897 3.323 -0.3 0.0 -0.6
H -0.335 2.967 2.336 0.3 -0.1 0.1
H 1.252 3.277 1.583 -0.1 -0.2 0.2
H 0.711 0.857 4.425 -0.3 -0.4 -0.4
H 0.390 -0.768 3.771 0.0 0.3 0.0
H -0.869 0.491 3.666 0.4 0.0 0.0
H 1.096 2.824 -3.372 -0.2 -0.4 0.0
H -0.343 1.756 -3.353 0.4 0.1 0.1
H 1.296 1.048 -3.374 0.0 0.3 0.1
H 0.637 4.357 -1.274 -0.5 -0.3 0.2
H -0.323 3.769 0.121 0.1 0.0 -0.4
H -0.976 3.632 -1.538 0.3 0.0 0.2
H 2.787 3.136 -1.618 -0.1 -0.4 0.4
H 3.105 1.454 -1.076 -0.1 0.3 0.0
H 2.666 2.707 0.112 0.0 0.0 -0.3
H -0.514 -4.469 0.497 -0.1 0.3 -0.3
H 0.272 -3.641 -0.876 -0.1 0.0 0.3
H -1.482 -3.446 -0.610 0.3 -0.1 0.3
H -1.291 -3.498 2.671 -0.2 0.5 -0.1
H -2.456 -2.430 1.833 0.3 0.0 0.1
H -1.399 -1.763 3.104 0.0 -0.3 -0.3
H 1.191 -3.789 2.126 0.1 0.6 -0.1
H 1.564 -2.142 2.710 -0.1 -0.2 -0.1
H 2.174 -2.674 1.124 -0.2 0.0 0.2
C 3.517 -6.695 -0.684 0.1 0.0 0.2
C 4.858 -7.020 -0.341 1.0 -0.4 -0.2
C 5.732 -7.525 -1.301 -0.2 0.5 1.5
C 5.305 -7.722 -2.617 0.3 -0.2 -0.3
C 3.989 -7.409 -2.972 -1.4 0.5 0.4
C 3.108 -6.904 -2.023 -0.1 -0.3 -1.2
S 2.368 -6.062 0.445 1.1 -0.5 -0.1
H 3.196 -6.043 1.534 -0.3 -0.1 -0.4
H 5.192 -6.867 0.680 0.1 -0.1 -0.1
H 6.755 -7.767 -1.016 -0.2 0.0 0.0
H 5.996 -8.120 -3.367 -0.2 0.1 0.3
H 3.646 -7.558 -3.992 0.1 0.0 0.2
H 2.081 -6.659 -2.296 0.2 -0.2 -0.1
O -2.076 0.721 0.467 1.0 -0.2 3.5
H -1.817 1.633 0.527 -0.8 1.2 -0.3
H -2.404 0.490 -0.349 -2.1 -0.2 -3.2
```
Positions in Å, forces in eV/Å.

Repeat the fourth record exactly.
The following is a DFT calculation (ωB97M-V/def2-TZVPD) of an isolated ion of composition C2H2NO2 and charge +1 at a distorted geometry.

Its LUMO energy (alpha / beta) is -0.2168 / -0.3643 Eh. The charge is +1. The calculation puts the energy above the lowest of the compared OMol25 structures with the same formula, charge and spin at 58.4 kcal per mole. The HOMO energy (alpha / beta) is -0.5335 / -0.6922 Ha. Its spin multiplicity is 3.

Structure (XYZ):
```
7
Properties=species:S:1:pos:R:3:forces:R:3
C -1.040 -0.006 0.608 -0.3 0.1 1.0
C 1.043 0.094 -0.051 1.5 1.3 7.8
N 0.117 0.153 0.931 1.3 -0.1 -1.1
O -0.722 -0.248 -1.282 -1.2 -0.1 0.4
O 0.552 -0.125 -1.205 -0.6 -1.2 -7.5
H -2.063 -0.084 0.912 -0.5 -0.1 -0.3
H 2.114 0.214 0.087 -0.3 -0.1 -0.2
```
Positions in Å, forces in eV/Å.